# 1
{"formula": "C6H11BNO2", "method": "the ωB97M-V functional and the def2-TZVPD basis", "lumo_energy_ev": [-5.1, -5.1], "gap_ha": [0.297, 0.297], "de_lowest_kcal_mol": 29.5, "e_tot_ev": -12655.7616, "total_charge": 1, "smiles": "C/C(=C/C=C\\C=[NH2+])B(O)O", "species": ["B", "C", "C", "C", "C", "C", "C", "N", "O", "O", "H", "H", "H", "H", "H", "H", "H", "H", "H", "H", "H"], "xyz": [[-1.28829, 0.11167, 0.46357], [1.39260, -1.15297, -0.50798], [1.75255, -1.03514, 0.80476], [0.40525, -0.60184, -1.43191], [1.78828, 0.16017, 1.55783], [-0.77957, -0.23484, -1.00046], [-1.81895, 0.13249, -1.90243], [1.77711, 1.36039, 1.09118], [-0.87641, 1.38381, 0.92030], [-2.17047, -0.79035, 1.00736], [1.76909, -2.06058, -0.96114], [2.16731, -1.95211, 1.15625], [0.75063, -0.86906, -2.40269], [1.99353, 0.10197, 2.63665], [-1.45685, 0.57646, -2.72455], [-2.46705, 0.87615, -1.49992], [-2.34935, -0.72197, -2.33551], [1.33288, 1.49379, 0.18467], [2.20428, 2.12381, 1.62622], [-1.33731, 1.60533, 1.69686], [-2.78925, -0.50718, 1.62094]], "nbo_charge": [1.09, 0.04, -0.40, -0.30, 0.24, -0.16, -0.66, -0.65, -0.89, -0.86, 0.22, 0.27, 0.23, 0.23, 0.24, 0.23, 0.27, 0.44, 0.44, 0.49, 0.50]}



# 2
{"formula": "C4H8HgO2", "method": "the ωB97M-V functional and the def2-TZVPD basis", "lumo_energy_ev": -11.7, "gap_ha": 0.188, "de_lowest_kcal_mol": 19.8, "e_tot_ev": -12522.8004, "total_charge": 2, "species": ["C", "C", "C", "C", "O", "Hg", "H", "H", "H", "H", "H", "H", "H", "O", "H"], "xyz": [[1.38268, -0.96989, 0.64889], [0.14701, -0.26375, 1.14425], [-0.93939, -0.20346, 0.17463], [-1.40866, 0.99634, -0.30225], [-2.40327, 1.11645, -1.11674], [-3.43659, 2.24354, -1.93068], [2.27847, -0.73801, 1.23289], [1.19395, -1.96484, 0.23285], [0.39074, 0.71432, 1.57901], [0.32017, -1.30450, 1.84394], [-1.39031, -1.13126, -0.18794], [-0.93734, 1.92499, 0.06006], [0.82988, 0.15225, -1.14537], [1.73337, -0.03581, -0.78809], [2.23930, -0.53636, -1.44545]], "nbo_charge": [-0.05, -0.42, -0.33, 0.15, -0.84, 1.62, 0.27, 0.24, 0.27, 0.30, 0.25, 0.19, 0.53, -0.72, 0.54]}



# 3
{"formula": "C4H12NO", "method": "the ωB97M-V functional and the def2-TZVPD basis", "lumo_energy_ev": -9.7, "gap_ha": 0.211, "de_lowest_kcal_mol": 150.1, "e_tot_ev": -7867.7800, "total_charge": 1, "species": ["O", "C", "C", "N", "C", "C", "H", "H", "H", "H", "H", "H", "H", "H", "H", "H", "H", "H"], "xyz": [[-0.94488, -0.71800, -1.24697], [-1.95754, 0.12074, -0.76401], [-1.84727, 0.31486, 0.74606], [-0.56017, 0.24598, 1.16080], [2.47184, 0.76166, 0.18722], [2.42213, -0.68936, -0.26696], [-0.21688, -0.66072, -0.61784], [-2.92372, -0.30283, -1.03253], [-1.86406, 1.10164, -1.25964], [-2.40226, -0.51743, 1.24908], [-2.30189, 1.28072, 1.07627], [2.84140, 1.39982, -0.60896], [-0.52809, 0.22457, 2.19531], [1.45661, 1.10106, 0.44667], [3.12219, 0.88622, 1.04401], [3.41115, -1.09365, -0.46895], [1.83194, -0.79195, -1.17031], [1.95035, -1.32730, 0.48996]], "nbo_charge": [-0.59, -0.10, -0.41, -0.06, -0.59, -0.62, 0.49, 0.24, 0.24, 0.40, 0.35, 0.23, 0.39, 0.18, 0.22, 0.25, 0.20, 0.19]}



# 4
{"formula": "C32H55IO7SSi2", "method": "the ωB97M-V functional and the def2-TZVPD basis", "lumo_energy_ev": 0.3, "gap_ha": 0.331, "e_tot_ev": -83102.1914, "species": ["C", "C", "C", "Si", "I", "O", "Si", "C", "C", "O", "C", "C", "O", "C", "C", "C", "C", "C", "C", "C", "C", "C", "C", "C", "C", "C", "C", "C", "S", "O", "O", "O", "C", "C", "C", "C", "C", "C", "C", "H", "H", "H", "H", "H", "H", "H", "H", "H", "H", "H", "H", "H", "H", "H", "H", "H", "H", "H", "H", "H", "H", "H", "H", "H", "H", "H", "H", "H", "H", "H", "H", "H", "H", "H", "H", "H", "H", "H", "H", "H", "H", "H", "H", "H", "H", "H", "C", "C", "C", "O", "H", "H", "H", "H", "H", "H", "H", "H"], "xyz": [[3.87674, 0.68554, 0.47170], [4.07736, -0.81209, 0.76321], [2.75926, -1.49633, 1.13176], [2.23190, -1.38438, 2.92324], [2.71940, 0.78553, 3.96104], [0.62825, -1.83313, 2.99150], [-0.59992, -0.79554, 3.40346], [-2.17990, -1.52769, 2.73347], [-3.31686, -0.51882, 2.60849], [-3.39133, 0.35093, 3.72713], [-3.05696, 1.70087, 3.48922], [-4.06248, 2.65512, 4.09865], [-5.42458, 2.40235, 3.79825], [-5.70486, 1.99179, 2.51304], [-5.37378, 2.75628, 1.40375], [-5.69935, 2.29601, 0.12838], [-6.36706, 1.08493, -0.07370], [-6.75153, 0.59057, -1.47576], [-8.22439, 1.02994, -1.68257], [-5.92178, 1.29787, -2.54737], [-6.70162, -0.94036, -1.61048], [-5.38080, -1.61072, -2.03682], [-5.52284, -3.09792, -1.64735], [-5.15985, -1.58202, -3.57264], [-4.13806, -1.06020, -1.30091], [-6.71854, 0.35734, 1.06873], [-6.39295, 0.79375, 2.34678], [-0.82777, -0.60058, 5.29597], [0.03595, -1.75403, 6.30261], [-0.00068, -3.04739, 5.68681], [1.29392, -1.21108, 6.72598], [4.57081, -1.48764, -0.39665], [5.96455, -1.70084, -0.37074], [6.75844, -0.42366, -0.53268], [7.58879, 0.02901, 0.48860], [8.28811, 1.22858, 0.34153], [8.14409, 1.97017, -0.82625], [7.31768, 1.50806, -1.84837], [6.62313, 0.30786, -1.71302], [4.48655, 1.28725, 1.13945], [2.84808, 0.97754, 0.64443], [4.17271, 0.90637, -0.54542], [4.80682, -0.93166, 1.56651], [1.98083, -1.11714, 0.47117], [2.85182, -2.56091, 0.92023], [2.99347, -2.38178, 3.69265], [-0.37832, 0.54558, 2.83362], [-2.45436, -2.37467, 3.35869], [-1.97558, -1.93043, 1.74131], [-3.21788, 0.02008, 1.66795], [-4.25913, -1.06035, 2.54951], [-2.92366, 1.92617, 2.43261], [-2.10120, 1.92520, 3.97412], [-3.97169, 2.65126, 5.17841], [-3.79165, 3.65873, 3.75712], [-4.87217, 3.70020, 1.54080], [-5.41766, 2.93161, -0.69250], [-8.87107, 0.54386, -0.95868], [-8.52351, 0.76786, -2.69316], [-8.27931, 2.10676, -1.56514], [-4.86930, 1.28703, -2.27862], [-6.04908, 0.85819, -3.52838], [-6.21078, 2.34195, -2.61256], [-7.02231, -1.42766, -0.69759], [-7.44645, -1.21619, -2.35646], [-4.68463, -3.65610, -2.05682], [-6.43372, -3.50922, -2.07798], [-5.49036, -3.23034, -0.56878], [-6.11144, -1.39274, -4.06394], [-4.76074, -2.52330, -3.92424], [-4.50004, -0.76866, -3.85355], [-3.43426, -0.59908, -1.98578], [-4.38050, -0.35268, -0.51363], [-3.59301, -1.87609, -0.82973], [-7.26478, -0.56754, 0.99479], [-6.65242, 0.23033, 3.22647], [-0.61134, 0.42163, 5.59223], [-1.88440, -0.77469, 5.49482], [-0.76416, -1.81517, 7.39797], [6.19976, -2.35091, -1.21009], [6.27029, -2.22711, 0.53559], [7.66354, -0.56879, 1.38356], [8.92865, 1.56121, 1.14147], [8.67634, 2.90333, -0.92599], [7.20799, 2.11024, -2.73888], [5.99126, -0.03255, -2.51632], [10.44107, 0.06142, -4.86589], [9.09852, 0.09168, -5.58123], [8.83431, 1.44896, -6.21642], [8.04982, -0.24498, -4.67630], [10.45775, 0.79902, -4.05861], [10.61325, -0.91776, -4.41875], [11.26140, 0.28162, -5.55083], [9.08029, -0.67921, -6.35266], [8.80610, 2.22786, -5.44900], [7.86944, 1.45209, -6.72416], [9.60949, 1.70769, -6.93920], [8.04091, 0.41695, -3.97615]], "mulliken_charge": [-1.52, 0.57, -0.91, 0.36, -0.13, -0.25, 0.20, -0.92, -0.30, -0.37, -0.33, -1.11, -0.52, 0.73, -1.09, 0.18, -0.51, 3.23, -2.02, -2.40, -2.21, 2.80, -2.11, -1.83, -1.51, -0.11, -1.24, -0.70, 0.96, -0.56, -0.58, -0.46, -1.18, 0.77, -0.39, -0.65, -0.64, -0.60, -0.42, 0.27, 0.43, 0.39, 0.26, 0.44, 0.36, -0.21, -0.09, 0.52, 0.34, 0.24, 0.37, 0.46, 0.44, 0.48, 0.34, 0.42, 0.41, 0.38, 0.56, 0.44, 0.42, 0.33, 0.58, 0.34, 0.39, 0.53, 0.43, 0.48, 0.33, 0.43, 0.39, 0.28, 0.03, 0.49, 0.41, 0.43, 0.46, 0.39, 0.12, 0.46, 0.44, 0.37, 0.41, 0.41, 0.76, 0.50, -1.24, 0.39, -1.25, -0.47, 0.30, 0.31, 0.40, 0.28, 0.30, 0.31, 0.39, 0.20]}



Copy entry 3 word for word.
{"formula": "C4H12NO", "method": "the ωB97M-V functional and the def2-TZVPD basis", "lumo_energy_ev": -9.7, "gap_ha": 0.211, "de_lowest_kcal_mol": 150.1, "e_tot_ev": -7867.7800, "total_charge": 1, "species": ["O", "C", "C", "N", "C", "C", "H", "H", "H", "H", "H", "H", "H", "H", "H", "H", "H", "H"], "xyz": [[-0.94488, -0.71800, -1.24697], [-1.95754, 0.12074, -0.76401], [-1.84727, 0.31486, 0.74606], [-0.56017, 0.24598, 1.16080], [2.47184, 0.76166, 0.18722], [2.42213, -0.68936, -0.26696], [-0.21688, -0.66072, -0.61784], [-2.92372, -0.30283, -1.03253], [-1.86406, 1.10164, -1.25964], [-2.40226, -0.51743, 1.24908], [-2.30189, 1.28072, 1.07627], [2.84140, 1.39982, -0.60896], [-0.52809, 0.22457, 2.19531], [1.45661, 1.10106, 0.44667], [3.12219, 0.88622, 1.04401], [3.41115, -1.09365, -0.46895], [1.83194, -0.79195, -1.17031], [1.95035, -1.32730, 0.48996]], "nbo_charge": [-0.59, -0.10, -0.41, -0.06, -0.59, -0.62, 0.49, 0.24, 0.24, 0.40, 0.35, 0.23, 0.39, 0.18, 0.22, 0.25, 0.20, 0.19]}